Density functional theory data (the ωB97M-V functional and the def2-TZVPD basis) for a 10-piece molecular cluster, C35H59NO13 overall.

As for the total charge: 0. The structure (SMILES) is c1cc[nH]c1.O=C1CCCO1.O=C1CCCO1.O=C1CCCO1.O=C1CCCO1.CC(C)=O.CC(C)=O.CC(C)=O.CC(C)=O.CC(C)=O. The orbital gap comes out at 8.08 eV. The value obtained for the highest occupied orbital energy is -0.2889 Ha.

XYZ file:
```
108
Properties=species:S:1:pos:R:3:forces:R:3
C -2.74085 5.79194 1.72691 1.198 1.473 1.513
C -3.69119 5.37007 0.83053 -0.379 -2.621 -1.893
C -3.08369 4.32621 0.10236 -0.319 0.216 0.674
N -1.77999 4.16152 0.53990 -0.447 1.769 0.357
C -1.56014 5.17184 1.46532 0.320 -1.359 0.091
H -2.77049 6.40183 2.61773 -0.515 0.594 -0.404
H -4.73406 5.58056 0.64481 0.082 0.334 0.482
H -3.61654 3.60878 -0.50409 0.404 0.051 -0.323
H -1.03062 3.57201 0.20669 -0.321 -0.180 -0.475
H -0.61530 5.36118 1.95298 0.054 -0.367 -0.123
O 1.06619 1.80179 -6.21258 -1.629 0.895 1.653
C 0.25161 2.19172 -5.38262 1.261 -1.034 -1.060
C -0.53280 1.33661 -4.33638 0.819 1.101 0.277
C -1.57073 2.35101 -3.92912 -2.401 -1.377 1.572
C -0.96927 3.68700 -4.12759 0.217 0.964 -1.724
O -0.12830 3.51130 -5.28281 1.292 -1.662 -0.318
H -0.81332 0.32360 -4.62487 -0.277 0.436 -0.656
H 0.03598 1.14845 -3.42578 0.860 0.213 -0.294
H -2.53457 2.17688 -4.40744 0.121 0.473 -0.834
H -1.89719 2.24023 -2.89508 0.443 -0.073 0.329
H -1.64133 4.44073 -4.53785 -0.348 0.128 0.952
H -0.34352 4.05963 -3.31660 -0.249 -0.085 0.184
O 2.68222 4.96637 2.83071 -0.429 -0.800 -0.269
C 2.85553 4.82658 1.64728 1.507 0.137 2.058
C 3.45105 3.65591 0.87793 -1.203 0.869 -1.302
C 3.12164 4.17553 -0.54434 1.085 -2.358 -1.732
C 2.96819 5.66843 -0.50738 -0.560 -0.875 0.252
O 2.78503 5.91366 0.88184 -0.251 1.313 -0.523
H 4.53188 3.60962 1.01120 -0.073 0.202 0.316
H 3.03392 2.67126 1.08904 -0.130 0.318 0.195
H 3.91225 3.84592 -1.21842 0.428 0.362 -0.054
H 2.29196 3.69524 -1.06303 -0.549 -0.055 0.825
H 3.83319 6.17231 -0.93868 -0.155 0.398 0.394
H 2.02976 5.92502 -0.99890 0.290 0.482 -0.188
O -1.74569 -1.53607 5.17221 -2.951 -0.279 -0.981
C -2.69804 -1.18852 4.47308 2.596 1.900 0.269
C -2.54813 -0.10305 3.38120 -0.842 -0.644 -1.269
C -3.73524 -0.40710 2.45378 0.523 -1.253 -0.296
C -4.72741 -1.03282 3.43201 -1.213 2.137 0.055
O -4.01302 -1.51084 4.53190 2.356 -1.508 1.604
H -2.69408 0.92540 3.71149 0.285 -0.180 0.727
H -1.65201 -0.13917 2.76173 0.395 -0.176 0.733
H -3.99918 0.50405 1.91689 -0.675 -0.318 0.090
H -3.47851 -1.19435 1.74495 0.266 0.300 -0.334
H -5.27003 -0.16655 3.81049 -0.794 -0.209 0.130
H -5.41298 -1.84567 3.19254 0.127 0.301 -0.768
O 1.37172 -1.18701 3.01110 0.347 0.432 0.035
C 1.76976 -1.79719 3.96597 -1.467 0.292 -0.792
C 1.55569 -3.25542 4.18074 1.359 0.134 -2.329
C 2.01212 -3.47151 5.54709 -3.478 -1.840 1.835
C 2.66355 -2.21850 5.98894 1.564 -1.336 0.609
O 2.45778 -1.26108 4.96627 0.267 0.817 0.784
H 0.54393 -3.53024 3.88258 0.308 -0.196 0.091
H 2.31576 -3.60338 3.48122 -0.287 -0.729 -0.564
H 1.02762 -3.54436 6.00921 -0.071 0.093 0.953
H 2.43741 -4.42435 5.86225 0.686 0.236 -0.532
H 2.29359 -1.99197 6.98890 0.162 0.979 -0.316
H 3.70319 -2.54266 6.03546 0.501 1.148 0.194
C 4.30875 0.53253 -4.16442 1.377 0.744 -0.655
C 3.24886 -0.41824 -3.93528 -3.848 -0.016 1.422
C 3.44272 -1.76415 -4.64333 0.050 -0.239 0.821
O 2.21993 -0.06672 -3.28323 2.898 -1.777 -1.769
H 5.10546 0.01543 -4.69918 0.449 0.353 0.460
H 4.59952 0.97396 -3.21117 0.249 0.128 -0.198
H 3.98096 1.30602 -4.85895 -0.298 0.230 0.206
H 4.48501 -2.03147 -4.81726 0.178 0.662 -0.156
H 2.95372 -1.68829 -5.61453 -0.234 -0.256 0.073
H 3.13759 -2.62485 -4.04818 -0.927 0.204 -0.124
C -5.68997 -1.87777 -2.37789 -0.707 -0.169 -0.218
C -4.24151 -1.66613 -2.55446 3.158 0.064 1.539
C -3.64316 -1.41374 -3.95243 -0.486 0.382 0.477
O -3.50422 -1.77692 -1.55199 -1.388 0.381 -2.159
H -6.36232 -1.39672 -3.08826 0.251 0.229 -0.038
H -5.95967 -1.63351 -1.35042 -0.052 -0.160 -0.133
H -5.80521 -2.94653 -2.55840 -0.270 -0.233 0.219
H -3.92918 -2.21722 -4.63118 -0.059 0.038 -0.052
H -2.56727 -1.24686 -4.00439 -0.006 -0.485 0.586
H -4.05199 -0.47674 -4.33060 -0.429 -0.041 -0.159
C -1.87586 -5.76264 1.56819 1.512 0.249 0.314
C -1.13653 -4.47253 1.24248 2.190 0.647 -0.746
C -1.78419 -3.20653 1.74398 -0.324 -0.520 -0.094
O -0.07001 -4.44617 0.59877 -2.378 -0.393 1.394
H -2.94436 -5.68018 1.36913 0.233 -0.458 -0.475
H -1.77573 -6.01283 2.62435 -0.121 0.513 0.378
H -1.23153 -6.52587 1.13182 -0.917 -0.374 -0.691
H -1.65988 -3.07264 2.81856 0.258 -0.171 0.119
H -2.84164 -3.43405 1.60920 -0.277 0.704 -0.103
H -1.45064 -2.30146 1.23635 -0.055 -0.262 -0.108
C -1.21262 0.37594 -0.62110 0.475 0.450 0.228
C 0.14378 1.01781 -0.41969 -0.593 3.237 -1.291
C 1.25191 0.27586 0.21947 -0.078 -0.726 -0.272
O 0.20767 2.22313 -0.77224 0.526 -2.138 0.844
H -1.54596 -0.15728 0.26922 0.025 -0.237 -0.152
H -1.17269 -0.28661 -1.48569 -0.130 -0.235 0.116
H -1.87873 1.21638 -0.81619 -0.206 -0.293 -0.093
H 1.65772 0.83600 1.06187 -0.437 -0.324 0.348
H 2.12554 0.05852 -0.39505 -0.238 0.320 -0.619
H 0.79587 -0.69194 0.42802 0.603 -0.063 0.889
C 3.24206 -4.04343 0.38707 -0.739 -0.437 0.957
C 4.41392 -3.16793 0.32169 -0.001 1.631 -0.418
C 4.42108 -1.96185 -0.66837 -0.343 -2.198 -0.030
O 5.44421 -3.39408 0.89523 0.469 -0.283 0.770
H 2.73990 -4.08140 -0.57962 -0.046 -0.566 0.213
H 2.51331 -3.70107 1.12178 -0.286 0.856 -0.272
H 3.51879 -4.95798 0.91158 0.179 -0.537 -0.915
H 3.62377 -2.04096 -1.40740 -0.436 0.449 0.368
H 5.25928 -2.42217 -1.19148 0.744 1.409 -0.450
H 4.51926 -0.98251 -0.20004 0.378 -0.273 -0.232
```
Forces are in eV/Å.

Atomic partial charges in e from the Mulliken method, atoms 1 to 2: number 1, C, carries -0.57; number 2, C, carries -0.67